(1)
Entry from the OMol25 dataset: 20 unconnected molecules or ions with the total composition C31H98NO22 (the ωB97M-V functional and the def2-TZVPD basis).

Net charge ... 0
Multiplicity ... 2
Highest occupied orbital energy (spin up / spin down) ... -8.17 / -9.49 eV
HOMO-LUMO gap (spin up / spin down) ... 8.29 / 9.60 eV
⟨S²⟩ ... 0.754

The geometry in XYZ format:
```
152
Properties=species:S:1:pos:R:3:lowdin_spin:R:1
O 0.047 -0.649 -1.732 0.007
C -0.372 -1.928 -7.663 0.000
H -1.834 -2.192 -3.989 0.000
C 4.524 -1.733 0.544 0.000
O -3.790 9.307 9.098 0.000
H -5.838 -1.968 -4.299 0.000
H 2.805 -5.050 -3.316 0.002
H 6.192 0.826 -2.859 0.000
H 1.273 -7.858 -1.237 0.000
H -1.398 -1.549 -7.712 0.000
H 2.665 1.081 -7.287 0.000
H 3.338 -8.895 -0.933 0.000
O -4.392 -3.444 -3.969 0.000
H -2.214 -2.409 -1.521 0.000
C -0.770 -5.190 -1.040 0.021
H 3.263 2.255 -6.101 0.000
H -5.010 9.415 6.120 0.000
H 0.484 -0.183 -7.438 0.000
H 7.466 -1.143 2.425 0.000
H 4.405 -2.646 8.726 0.000
H -0.997 -0.118 3.841 0.000
H -3.124 4.897 -0.254 0.000
H -1.711 2.587 4.264 0.000
H -2.978 1.225 -6.374 0.000
H 2.278 -1.926 7.020 0.000
C 4.034 -2.301 7.763 0.000
O -5.345 7.719 4.944 0.000
H -0.020 -2.126 -8.677 0.000
C -2.924 5.840 3.808 0.000
O 1.379 -8.731 -1.627 0.000
C 1.272 -3.540 -3.095 0.029
H 1.054 0.295 4.466 0.000
H 1.489 -5.166 -4.496 0.001
H -5.579 11.730 6.214 0.000
C -6.108 11.875 7.161 0.000
H 4.348 -3.009 6.992 0.000
C 2.440 -2.563 -3.336 0.008
C -4.856 8.334 6.130 0.000
H 1.268 -5.726 -2.819 0.001
H 9.085 -2.558 -3.849 0.000
C -0.474 -3.689 -1.158 0.027
H -6.290 7.879 4.886 0.000
O -2.926 5.834 -0.176 0.000
H -2.474 1.201 5.077 0.000
H -2.901 -7.293 -4.957 0.000
H -3.015 9.845 9.283 0.000
H 4.574 0.152 -2.587 0.000
H 5.630 -1.714 -1.743 0.000
C 7.173 -0.182 2.843 0.000
C 5.611 -0.094 -2.829 0.000
H -1.427 -0.175 -3.098 0.000
H 7.442 0.601 2.129 0.000
O 4.407 -2.721 -0.474 0.004
C -0.561 -0.829 -3.016 0.001
H 0.675 1.557 -0.006 0.000
H 5.637 -0.558 -3.819 0.000
C -2.213 -6.878 -4.216 0.000
H -4.458 7.416 9.392 0.000
H -3.997 -3.326 -4.837 0.000
H -0.305 0.643 1.189 0.000
O -5.223 11.975 8.259 0.000
C 0.082 -3.122 -3.986 -0.001
H -0.404 -4.020 -4.383 0.000
C 0.268 0.582 0.266 0.000
H -0.895 -8.314 -4.263 0.000
H -4.337 -1.399 -3.521 0.000
C -5.041 -2.232 -3.598 0.000
H 9.222 -4.292 -3.519 0.000
C 2.542 1.456 -6.265 0.000
H -2.182 -5.795 -4.334 0.000
O -0.761 0.810 3.946 0.000
H -2.594 -7.105 -3.216 0.000
C 2.408 0.749 5.787 0.000
O 2.816 0.437 -5.317 0.000
H -2.176 6.592 4.073 0.000
H -3.787 8.138 6.170 0.000
H 4.208 -2.081 1.528 0.000
H -4.721 6.237 0.803 0.000
O 6.195 -0.928 -1.836 0.000
O 7.562 -3.444 -2.729 0.000
H 3.475 0.559 5.901 0.000
H 3.950 -0.835 0.291 0.000
O 1.999 0.129 4.582 0.000
H -0.368 -2.863 -7.106 0.000
H -2.134 -3.843 -2.505 0.000
H 1.887 0.333 6.655 0.000
H 2.248 1.831 5.772 0.000
H 7.285 -2.598 -2.353 0.000
H -6.653 12.816 7.104 0.000
H 5.482 0.601 3.427 0.000
H 0.482 -2.580 -4.847 0.000
H 2.887 -9.912 -2.311 0.000
C -4.156 6.544 -0.081 0.000
C -0.619 0.093 -0.835 0.000
H -5.947 1.012 0.107 0.000
H -3.909 7.599 0.008 0.000
H 3.168 -8.181 -2.555 0.000
H -3.618 6.264 3.081 0.000
N 0.911 -3.464 -1.647 0.423
H -1.749 -5.287 -0.564 0.002
H -2.708 7.520 9.136 0.000
H 0.099 -2.212 0.339 -0.001
O -0.982 1.094 -5.764 0.000
C -1.523 -3.038 -2.088 0.000
H -0.024 -5.686 -0.419 0.003
H -3.488 5.576 4.699 0.000
H -6.326 -0.665 0.526 0.000
O 5.772 -0.239 3.063 0.000
H 1.531 1.855 -6.142 0.000
C -5.524 0.069 0.467 0.000
H -4.732 11.150 8.344 0.000
O -0.889 -7.361 -4.392 0.000
O 2.620 -2.224 7.869 0.000
H 5.572 -1.456 0.596 0.000
H -1.571 -2.800 0.491 0.000
O -4.544 -0.448 -0.414 0.000
C 2.767 -8.928 -1.864 0.000
H -2.201 2.710 -5.802 0.000
H 2.077 -1.581 -3.641 0.000
C -0.984 -2.276 -3.299 0.001
C -0.544 -3.087 0.259 0.005
H -0.833 -5.654 -2.026 0.000
H 3.091 -2.943 -4.124 0.000
H -1.013 0.140 -5.639 0.000
H 7.727 -0.025 3.773 0.000
H -1.830 4.895 2.509 0.000
H 3.031 -2.418 -2.437 -0.001
H 1.107 -0.099 0.414 0.000
H -3.817 0.185 -0.477 0.000
C 8.923 -3.335 -3.095 0.000
C -1.973 1.538 4.166 0.000
H 0.182 -0.499 -3.745 0.000
H 3.475 -2.965 -0.567 0.001
H 4.481 -1.325 7.549 0.000
H -2.698 1.476 -4.634 0.000
H -4.778 6.403 -0.969 0.000
H -5.476 -2.393 -2.615 0.000
C 1.726 -4.967 -3.451 0.018
H -5.128 0.225 1.476 0.000
C -3.567 7.999 9.612 0.000
H 2.193 -0.280 -5.480 0.000
H -0.202 -3.808 1.001 0.000
H 9.565 -3.126 -2.233 0.000
H -3.419 8.014 10.694 0.000
C -2.286 1.639 -5.635 0.000
H -5.320 7.918 7.027 0.000
O 0.486 -1.027 -6.973 0.000
O -2.315 4.655 3.305 0.000
O -1.803 0.305 -0.918 0.001
O 1.802 -3.909 -0.847 0.450
H -2.651 1.427 3.318 0.000
H -6.833 11.065 7.292 0.000
```

=====

(2)
Entry from the OMol25 dataset: 25 unconnected molecules or ions with the total composition C32H114O25 (the ωB97M-V functional and the def2-TZVPD basis).

Net charge ... 0
Relative energy (zero: lowest compared OMol25 entry of this formula, charge and spin) ... 140.60 kcal per mole
Highest occupied orbital energy ... -9.22 eV
HOMO-LUMO gap ... 9.48 eV

The geometry in XYZ format:
```
171
Properties=species:S:1:pos:R:3:mulliken_charge:R:1
H -1.431 -1.718 4.817 0.332
H 0.790 1.270 6.437 0.064
H -2.219 -1.949 -1.575 -0.328
H -0.562 2.352 -1.753 -0.801
H 0.102 -4.254 -3.281 0.282
H 5.343 -2.860 -3.387 0.324
H -2.363 -0.766 -8.162 0.411
O 1.600 4.304 -1.257 -0.271
H 2.648 5.508 0.080 0.272
C 6.912 -0.240 -1.072 -0.562
H -2.470 4.966 -0.116 0.309
H -1.622 4.897 -2.629 0.364
H -1.787 2.359 3.226 -0.383
C -4.899 2.813 -4.169 -1.278
H 4.116 -2.367 0.639 0.158
H 3.253 1.238 -3.941 0.289
H 2.425 2.068 1.675 -0.858
O 4.211 -1.474 0.300 -0.362
H -4.572 1.627 -1.291 0.314
H -2.531 3.182 5.707 0.319
H -2.540 0.830 -7.383 0.276
H 1.832 3.684 -5.529 0.382
C 4.928 -3.866 -1.763 -0.404
C -1.436 -0.607 -6.072 -0.064
C 0.897 3.127 -5.465 -0.117
O -4.800 0.502 -3.667 -0.497
H 2.664 -4.492 5.770 0.339
H 5.618 2.916 -0.573 0.394
H 1.274 -3.620 0.102 -0.038
H 3.513 -0.714 2.057 0.545
C 2.244 -4.113 1.828 -0.026
C -1.899 -0.045 -7.488 -1.510
H -3.357 1.421 -4.693 -0.383
H -2.383 1.016 4.205 0.122
O 5.668 0.162 -1.588 -0.361
H -4.336 1.375 1.064 0.017
H -2.540 -1.221 3.570 -0.609
H -0.977 0.252 -7.987 0.366
C 1.863 2.219 2.597 0.751
C 2.223 0.310 7.671 -1.172
O -5.849 1.727 1.863 -0.537
O 2.178 0.359 5.204 -0.415
H 6.867 -1.329 -1.089 0.126
C 1.838 -5.122 -3.421 -0.233
H 2.375 -0.855 -3.645 0.293
O 5.282 -3.782 -3.128 -0.571
O 0.561 -0.244 -2.922 0.438
H 3.156 3.002 -3.812 0.332
C 1.683 -2.925 5.385 0.025
C -5.590 1.140 3.094 -0.250
O -2.925 -3.074 4.511 -0.634
H 0.974 -2.710 4.585 -0.285
H -0.277 -2.221 2.660 -0.261
H 7.104 0.120 -0.061 0.259
C -1.933 2.008 4.248 0.365
H 1.214 -2.322 6.163 0.037
C 1.866 1.100 6.389 0.044
H -4.936 1.795 3.671 0.161
H 0.936 0.537 -2.510 -0.705
H 1.785 4.304 2.345 0.638
H 4.033 -3.275 -1.569 0.014
H -1.392 2.584 -3.296 0.095
O -0.879 0.639 0.978 1.202
O -0.875 4.368 -2.341 -0.743
H -1.780 -6.977 -0.089 0.284
O -3.417 6.466 1.875 -0.588
H 2.213 -4.832 2.646 0.399
H 1.780 0.837 8.516 0.385
H -5.007 0.224 3.002 -0.128
H -4.607 -0.101 -0.726 0.369
H -5.965 2.775 -3.943 0.372
C -2.116 4.739 0.890 -0.266
H 7.717 0.138 -1.702 0.275
O -0.765 0.416 -5.376 -0.165
H 0.081 3.846 -5.536 0.249
C -4.593 -2.650 1.451 -0.128
H 1.692 -5.398 -2.377 0.039
H 6.439 3.617 1.474 0.279
H -1.009 1.962 4.825 0.021
C -1.202 -2.747 2.897 -0.222
H -2.149 2.910 -1.682 0.241
H -2.595 6.918 2.078 0.335
H -2.325 -3.658 4.981 0.348
H 0.054 -0.980 0.195 -0.326
O 0.555 -4.760 -3.960 -0.500
H -1.827 3.690 0.945 -0.348
H 1.169 -2.162 -3.260 0.027
C 3.332 2.082 -3.255 -0.954
H -2.835 4.705 3.003 0.316
H -1.770 -3.011 2.005 -0.087
H -6.214 2.612 1.944 0.276
H 2.306 2.796 -1.746 -0.042
H -1.695 -4.269 -1.364 0.169
H 0.447 0.592 -0.580 -0.728
H 0.853 2.527 -4.556 -0.347
C 1.937 5.582 -0.743 -0.817
H 2.273 -0.865 0.795 -0.145
H -3.814 -3.725 2.952 0.393
H -3.716 -2.431 0.842 -0.043
H -4.782 -1.896 2.216 0.061
H 4.057 2.619 0.272 -0.476
H 2.525 2.390 3.445 0.561
H 2.405 -4.195 -3.341 0.130
C -3.146 5.057 2.019 -0.245
C -1.253 2.996 -2.297 0.615
C -0.328 -0.001 -0.095 0.918
H 3.845 -4.968 0.990 0.297
O 0.925 1.183 2.878 0.665
H 0.527 3.714 3.378 0.349
H 2.651 -2.485 5.144 0.451
H 2.371 6.261 -1.477 0.289
H -2.184 -6.806 1.591 0.266
H -4.855 1.081 -5.631 0.387
H -1.146 5.226 0.987 0.443
C -2.240 -2.687 -2.376 0.101
O -3.595 1.205 0.478 -0.091
O 5.483 3.555 1.416 -0.572
O 1.741 -4.237 5.845 -0.556
H -4.620 -0.387 -3.981 0.248
H -4.798 3.587 -4.929 0.406
H 5.721 -3.587 -1.069 0.351
H 0.179 1.561 -6.201 0.529
H -0.397 -0.016 -4.602 0.111
H -4.478 3.172 -3.229 0.154
O -2.521 -5.186 0.303 -0.401
H -5.474 -2.691 0.811 0.447
H 1.578 0.626 4.504 0.269
O -1.333 -3.696 -2.043 -0.355
H 1.383 -5.406 0.283 0.521
H 3.318 0.462 0.739 -0.698
H -1.786 0.902 0.805 -0.679
H 4.647 -4.912 -1.641 0.319
H 2.014 -1.282 -1.960 -0.087
O 0.726 2.274 -6.538 -0.677
H 2.358 2.069 6.306 0.326
O 2.415 1.933 -2.154 0.599
H 0.272 1.072 2.184 -0.517
C -4.042 0.830 -0.769 -0.529
H -3.547 -7.012 0.564 0.288
H -0.749 -1.443 -6.202 0.525
H 3.289 0.177 7.852 0.298
H -3.281 -3.002 -2.452 0.416
C -2.543 -6.589 0.585 -0.787
C 1.068 3.491 2.458 -1.247
O 3.552 -4.088 1.240 -0.595
H 4.380 2.078 -2.955 0.220
H -0.753 -3.689 3.214 0.735
H 2.384 -5.846 -4.026 0.359
C 3.311 -0.598 0.993 0.567
H 0.722 4.422 -1.627 0.203
H -2.314 -1.041 -5.595 0.162
H 0.192 -4.506 1.143 -0.223
O -4.307 -3.870 2.141 -0.700
O -2.834 2.913 4.836 -0.547
H 1.930 -3.170 2.277 -0.238
H -4.109 4.642 1.723 0.015
H 1.078 6.077 -0.291 0.248
H -3.217 -4.749 0.800 0.281
H -1.219 -0.204 -0.690 -0.395
H 5.557 1.639 0.621 0.054
H -3.190 0.620 -1.416 -0.054
C -4.447 1.434 -4.683 0.628
H -6.490 0.958 3.680 0.347
H 0.477 3.555 1.544 -0.153
C 1.225 -4.458 0.797 -0.149
H 1.774 -0.681 7.599 0.198
H -1.860 -2.192 -3.270 0.042
C 5.144 2.614 0.361 0.297
C 1.599 -1.205 -2.965 -0.241
H 4.977 -0.310 -1.116 0.200
C -2.015 -2.087 3.973 0.376
```

=====

(3)
Entry from the OMol25 dataset: a molecular structure, C32H19Cl5CrF9N6OS (the ωB97M-V functional and the def2-TZVPD basis).

Net charge ... -1
Relative energy (zero: lowest compared OMol25 entry of this formula, charge and spin) ... 1.18 kcal per mole
Multiplicity ... 5
Highest occupied orbital energy (spin up / spin down) ... -3.08 / -5.22 eV
HOMO-LUMO gap (spin up / spin down) ... 5.10 / 7.21 eV
⟨S²⟩ ... 6.058

The geometry in XYZ format:
```
74
Properties=species:S:1:pos:R:3:lowdin_spin:R:1
C 2.211 -1.497 2.557 0.099
H -2.122 4.039 -2.920 0.002
C 2.245 3.981 2.240 0.015
H -4.086 0.665 2.088 0.000
F 0.425 -4.555 2.285 0.000
N 1.142 -0.103 0.934 0.113
H 3.099 3.421 1.878 0.001
N -1.696 -0.096 -0.119 0.012
O -0.170 -3.309 -0.273 0.001
F -1.659 -5.124 2.403 0.000
C 0.963 3.493 1.993 0.018
C -2.472 -0.642 -1.091 0.003
N 0.075 2.108 0.141 0.211
Cl 2.305 3.238 -1.594 0.005
F -3.019 -3.457 0.375 0.000
F -2.391 -4.202 -1.547 0.000
C 4.946 0.605 -2.934 0.010
H 1.479 6.837 3.893 0.001
C 2.334 0.512 -1.747 -0.037
H -4.469 -1.891 -4.134 0.000
C -0.804 -4.353 0.235 0.000
C -3.918 -1.545 -3.268 0.000
C -0.799 -4.276 1.803 0.000
C 2.014 0.853 2.978 0.050
C 2.452 -0.380 3.374 0.045
H 2.156 1.723 3.603 0.001
C -0.131 4.238 2.433 0.012
Cl 2.417 -2.206 -1.727 0.006
H -1.129 3.878 2.222 0.000
S -0.641 1.765 -2.626 0.010
H 0.092 -1.527 -2.895 0.003
H -1.990 -2.006 -4.152 0.000
C 4.336 -0.610 -2.666 -0.004
C 0.783 2.213 1.277 0.176
C -1.791 -1.178 -2.209 0.001
N -0.383 -1.304 -2.027 0.009
H -0.807 5.994 3.452 0.000
C -3.665 0.299 1.162 0.000
Cr 0.345 0.432 -0.921 3.011
F 1.217 -5.586 -0.102 0.000
H 3.435 5.543 3.098 0.000
C 1.336 5.903 3.364 0.010
Cl 5.163 -2.074 -3.070 -0.002
C -0.110 -5.693 -0.185 0.000
C 3.014 1.711 -2.011 0.006
C -3.872 -0.652 -1.034 0.000
Cl 6.506 0.662 -3.668 0.003
C -4.461 -0.173 0.157 0.003
C -2.296 -4.415 -0.230 0.000
H 2.962 -0.494 4.323 0.001
C 4.283 1.776 -2.591 -0.003
C -4.593 -1.117 -2.162 0.000
N -0.535 3.240 -0.348 -0.010
N -1.493 4.254 -2.164 0.028
H -5.540 -0.185 0.260 0.000
C -2.270 0.353 0.966 0.005
H 2.506 -2.495 2.846 0.006
C 3.071 -0.631 -2.075 0.004
C 2.431 5.176 2.922 0.000
H 1.303 -2.146 0.728 0.000
C 1.552 -1.306 1.364 0.021
F -2.906 -5.587 0.023 0.000
Cl 5.055 3.292 -2.896 -0.002
H -1.855 4.912 -1.491 0.000
F -0.401 -6.001 -1.461 0.000
C 0.054 5.429 3.115 0.000
F -1.113 -3.046 2.217 0.000
H -1.616 0.799 1.706 0.001
H -0.290 -2.153 -1.380 0.003
C -0.898 3.145 -1.581 0.060
C -2.504 -1.595 -3.292 0.001
H -5.676 -1.122 -2.132 0.000
F -0.474 -6.753 0.565 0.000
C 1.341 0.998 1.742 0.090
```

=====

(4)
Entry from the OMol25 dataset: a molecular structure, C32H21BrF5N3O2RuS (the ωB97M-V functional and the def2-TZVPD basis).

Net charge ... +1
Relative energy (zero: lowest compared OMol25 entry of this formula, charge and spin) ... 24.72 kcal per mole
Multiplicity ... 6
Highest occupied orbital energy (spin up / spin down) ... -10.76 / -10.76 eV
HOMO-LUMO gap (spin up / spin down) ... 7.76 / 4.95 eV
⟨S²⟩ ... 8.779

The geometry in XYZ format:
```
66
Properties=species:S:1:pos:R:3:lowdin_spin:R:1
O 0.354 1.152 -0.884 0.182
H -8.603 4.701 0.959 0.000
H 2.606 -2.353 1.323 0.000
H -5.227 -0.838 -0.776 0.001
C 2.748 -1.179 -4.680 0.000
C -0.512 -3.595 -4.960 0.066
C 0.401 0.607 2.573 0.050
H 3.253 -1.881 -5.334 0.000
O 0.533 2.747 -2.450 0.027
C -8.083 1.831 -0.870 0.000
C -4.675 1.125 -0.112 0.003
C 1.468 0.634 -2.979 0.006
H -2.938 -1.749 -0.426 0.003
C -3.154 -0.710 -0.233 0.011
C 2.128 -0.478 -2.462 0.013
C -0.771 -2.218 -3.049 0.048
H 0.151 2.034 4.126 0.003
C 2.098 -0.060 -5.193 0.003
C -0.386 -3.264 -2.196 0.063
F -0.557 -3.750 -6.251 0.024
H -5.996 3.404 0.927 0.000
H 0.547 -2.799 2.630 0.001
F -1.216 -1.374 -5.179 -0.006
C -0.346 1.754 3.195 0.006
S -0.250 -3.092 -0.494 0.501
C -10.325 2.579 -1.101 0.000
N -6.946 1.040 -0.985 0.001
H 0.955 1.720 -4.739 0.000
C -3.611 1.910 0.320 0.003
H -0.336 2.633 2.551 0.001
H -0.820 -0.922 3.466 0.001
H 2.087 0.098 -6.267 0.000
C 2.753 -1.373 -3.312 0.003
C -6.039 1.645 -0.278 0.000
H -11.324 2.467 -1.506 0.000
C -4.422 -0.214 -0.410 0.002
C 0.737 1.615 -2.067 0.016
H 2.189 -0.634 -1.400 0.007
C 1.966 -1.537 1.624 0.039
C 2.316 -0.216 1.322 0.043
C -0.087 -4.495 -2.795 0.053
H -3.731 2.967 0.523 0.000
Ru 0.022 -0.685 0.054 3.549
C -0.843 -2.368 -4.406 -0.005
H -9.555 0.818 -2.084 0.000
N -6.502 2.795 0.312 0.000
C -10.054 3.669 -0.249 0.001
H -1.374 1.486 3.434 0.000
C 0.043 -0.720 2.842 0.051
H 3.230 -0.015 0.777 0.001
C 1.532 0.841 1.786 0.051
F -1.082 -1.043 -2.545 0.034
H 1.820 1.857 1.551 0.002
F 0.173 -5.817 -4.702 -0.007
N -2.128 0.048 0.204 0.093
C -7.825 2.935 -0.049 0.001
C -2.361 1.343 0.451 0.010
H -1.508 1.945 0.721 0.001
C -8.806 3.869 0.293 0.000
C 0.815 -1.782 2.380 0.033
C -9.355 1.656 -1.422 0.000
Br 3.608 -2.896 -2.569 0.001
H -10.850 4.365 -0.014 0.000
F 0.266 -5.518 -2.047 0.016
C 1.462 0.845 -4.349 0.000
C -0.134 -4.656 -4.154 -0.007
```

=====

Question: The highest net charge belongs to which entry?
Answer: C32H21BrF5N3O2RuS

=====

Question: What is the net charge in the second record?
Answer: 0

=====

Question: Look up the net charge of the third one.
Answer: -1